# 1
{
  "formula": "C13H29F3O12P",
  "method": "ωB97M-V/def2-TZVPD",
  "molar_mass_g_mol": 465.331,
  "lumo_energy_ha": 0.06779,
  "total_energy_ha": -2056.4666,
  "orbital_gap_ev": 5.22,
  "largest_force_ha_per_bohr": 0.0753,
  "charge": -1,
  "symbols": ["F", "C", "F", "F", "P", "H", "H", "H", "H", "H", "C", "O", "C", "O", "O", "C", "H", "H", "H", "H", "H", "H", "C", "O", "C", "O", "O", "C", "H", "H", "H", "H", "H", "H", "C", "O", "C", "O", "O", "C", "H", "H", "H", "H", "H", "H", "C", "O", "C", "O", "O", "C", "H", "H", "H", "H", "H", "H"],
  "xyz": [[-0.55640, 2.74775, 6.98907], [-1.02862, 3.63850, 5.87643], [-0.49309, 5.01724, 5.96938], [-0.42390, 3.04809, 4.62484], [-2.93613, 3.52526, 5.78827], [-2.87204, 2.13813, 6.21654], [-3.11655, 3.90930, 7.18050], [-3.10350, 4.91266, 5.43675], [-2.77748, 3.13490, 4.38150], [-4.37331, 3.33401, 5.62029], [1.00697, -0.07486, 3.37125], [0.05273, -1.13491, 3.36710], [-0.97439, -0.95801, 2.49806], [-1.12938, -0.00058, 1.75618], [-1.79912, -2.03103, 2.59739], [-2.93296, -1.98159, 1.73361], [1.78251, -0.32132, 4.10161], [1.47858, 0.02374, 2.38824], [0.53674, 0.86668, 3.67284], [-2.61886, -1.95909, 0.68511], [-3.56066, -1.11624, 1.96968], [-3.52190, -2.88830, 1.89673], [0.96498, 3.76442, -3.13078], [-0.25869, 3.04002, -3.02048], [-0.66931, 2.82881, -1.74444], [-0.09112, 3.19854, -0.73445], [-1.83477, 2.13505, -1.78686], [-2.38841, 1.83905, -0.50622], [1.19741, 3.87513, -4.19348], [0.86276, 4.76338, -2.69479], [1.78335, 3.21460, -2.65481], [-2.62458, 2.76105, 0.03475], [-1.70407, 1.21232, 0.07468], [-3.31728, 1.28302, -0.65989], [2.23135, 0.17936, -3.62102], [3.12832, 0.77946, -4.55354], [4.42967, 0.43879, -4.37485], [4.86332, -0.30952, -3.51284], [5.16493, 1.07489, -5.32152], [6.56438, 0.80791, -5.25512], [1.21992, 0.52119, -3.85722], [2.25555, -0.91154, -3.70946], [2.47058, 0.49178, -2.59939], [6.76181, -0.25789, -5.40877], [6.97681, 1.14540, -4.29880], [7.05361, 1.36733, -6.05717], [-1.00632, -5.49356, -3.53703], [-1.42290, -4.76096, -2.38636], [-0.96846, -5.26289, -1.21033], [-0.26214, -6.25000, -1.07696], [-1.43599, -4.47615, -0.20839], [-1.03414, -4.88743, 1.09680], [-1.42688, -5.00403, -4.41971], [0.08480, -5.48519, -3.62574], [-1.38524, -6.51999, -3.49924], [0.05588, -4.85494, 1.19332], [-1.41411, -5.88965, 1.31980], [-1.46425, -4.18806, 1.81893]],
  "atomic_forces_ev_per_a": [[-0.02, 2.76, -2.71], [2.42, -0.51, -0.35], [-0.44, -3.82, 0.14], [-0.65, 1.58, 3.38], [-2.51, -0.55, -0.65], [0.56, -0.32, -0.06], [0.45, 0.10, 0.42], [0.48, 0.48, -0.31], [0.13, 0.06, -0.04], [-0.39, 0.14, 0.17], [0.41, 0.66, 0.08], [-1.13, -0.24, -0.84], [0.32, 0.71, -0.02], [0.23, -1.67, 1.09], [0.57, 0.61, 0.04], [-0.43, 0.14, -0.31], [-0.33, -0.21, -0.08], [-0.21, 0.06, 0.10], [0.04, -0.14, -0.18], [-0.05, 0.13, 0.18], [0.21, -0.07, -0.11], [0.29, 0.09, 0.17], [0.34, 0.23, -0.05], [-0.29, -0.21, 0.56], [-0.08, -0.01, 0.97], [-0.78, -0.53, -1.72], [1.14, 0.72, -0.56], [-0.16, -0.22, 0.80], [-0.28, -0.19, 0.14], [0.08, -0.25, 0.09], [-0.16, 0.20, 0.07], [0.20, -0.18, -0.03], [-0.18, 0.37, -0.10], [0.21, 0.13, -0.29], [-0.47, -0.22, 0.40], [1.22, -0.12, -0.09], [-0.01, -0.33, 0.45], [-0.58, 1.10, -1.31], [-0.64, -0.37, 0.58], [0.47, -0.07, 0.02], [0.31, 0.11, -0.16], [0.13, 0.20, 0.13], [0.05, -0.20, -0.17], [-0.05, 0.17, 0.20], [-0.11, -0.22, -0.11], [-0.38, 0.00, 0.08], [0.12, -0.21, -0.38], [0.24, -0.25, 0.88], [0.25, -0.29, 0.26], [-1.02, 1.39, -0.26], [0.28, -0.56, -1.12], [0.10, -0.14, 0.69], [-0.04, 0.11, 0.37], [-0.19, -0.15, 0.11], [0.22, 0.14, 0.08], [-0.20, -0.15, -0.07], [0.22, 0.09, -0.15], [0.09, -0.05, -0.41]],
  "mulliken_charge": [-0.2971, 0.4380, -0.2829, -0.2890, -0.2137, -0.0699, -0.0164, -0.0512, -0.2604, 0.0366, -0.4798, -0.3327, 0.8175, -0.6270, -0.3665, -0.7223, 0.2081, 0.2895, 0.1856, 0.3051, 0.3777, 0.2280, -0.5845, -0.3364, 0.7733, -0.5369, -0.3383, -0.3870, 0.2179, 0.3075, 0.2488, 0.3205, 0.1782, 0.2274, -0.6651, -0.2868, 0.7663, -0.5417, -0.3011, -0.6160, 0.1940, 0.3534, 0.3049, 0.2858, 0.2864, 0.2191, -0.6244, -0.3022, 0.6995, -0.5470, -0.1778, -0.5446, 0.2194, 0.2860, 0.2858, 0.3022, 0.3075, 0.1286]
}

# 2
{
  "formula": "C48H40Cl2F3N5P2S2V",
  "method": "ωB97M-V/def2-TZVPD",
  "s2": 3.771,
  "molar_mass_g_mol": 991.809,
  "e_above_lowest_kj_mol": 0.0,
  "spin_multiplicity": 4,
  "lumo_energy_ha": [-0.01936, -0.02669],
  "total_energy_ha": -5770.0121,
  "orbital_gap_ev": [6.13, 6.26],
  "largest_force_ha_per_bohr": 0.0110,
  "charge": 0,
  "symbols": ["V", "C", "C", "N", "N", "C", "N", "S", "C", "C", "C", "C", "C", "N", "H", "H", "H", "H", "H", "H", "H", "H", "H", "H", "Cl", "C", "C", "C", "C", "C", "Cl", "C", "S", "H", "H", "H", "C", "N", "P", "C", "C", "C", "C", "C", "C", "C", "C", "C", "C", "C", "C", "P", "C", "C", "C", "C", "C", "C", "C", "C", "C", "C", "C", "C", "H", "H", "H", "H", "H", "H", "H", "H", "H", "H", "H", "H", "H", "H", "H", "H", "H", "H", "H", "H", "H", "H", "H", "F", "C", "F", "F", "C", "C", "C", "C", "C", "C", "C", "C", "H", "H", "H", "H"],
  "xyz": [[-1.03772, 0.07511, 0.91274], [0.58217, 2.52640, 4.08349], [0.23936, 1.92354, 2.75793], [0.09494, 0.65932, 2.57571], [0.38485, -0.21965, 3.56806], [0.75607, -1.48675, 3.22009], [0.96303, -2.31075, 4.28242], [0.96722, -1.96473, 1.66209], [0.08207, 2.73354, 1.52899], [0.21571, 4.11682, 1.52076], [0.13116, 4.78334, 0.30772], [-0.07434, 4.05243, -0.84962], [-0.21378, 2.67655, -0.74994], [-0.15100, 2.03121, 0.40773], [-0.10126, 2.16044, 4.85363], [1.60267, 2.26393, 4.37663], [0.49950, 3.60589, 4.08026], [0.40089, 0.09450, 4.51986], [0.44073, -2.14411, 5.12896], [1.09573, -3.27771, 4.04230], [0.37291, 4.66981, 2.43251], [0.22321, 5.86068, 0.26846], [-0.14087, 4.52947, -1.81740], [-0.39163, 2.05677, -1.61980], [-2.50497, 0.17763, -1.19710], [-3.68116, 1.45685, -0.87046], [-4.42807, 1.86250, -1.96102], [-5.36769, 2.86896, -1.79702], [-5.52889, 3.44046, -0.54477], [-4.76248, 3.00659, 0.52124], [-5.02053, 3.77639, 2.05786], [-3.79362, 1.98771, 0.42262], [-2.88734, 1.45095, 1.79534], [-4.27196, 1.38402, -2.91851], [-5.96774, 3.20224, -2.63304], [-6.25204, 4.22795, -0.37995], [2.62519, -2.30177, -2.81019], [1.77591, -1.52754, -1.89693], [2.20729, 0.04964, -1.36682], [3.25932, 0.63382, -2.74935], [2.61160, 0.92297, -3.95286], [3.32168, 1.38252, -5.04948], [4.69280, 1.58429, -4.95302], [5.34510, 1.31614, -3.75982], [4.63475, 0.83747, -2.66595], [3.44557, -0.21714, -0.04758], [4.09973, -1.41858, 0.20641], [4.96051, -1.53884, 1.28711], [5.18216, -0.45630, 2.12666], [4.53291, 0.74623, 1.88556], [3.66340, 0.85904, 0.81105], [0.09222, -1.81949, -1.81751], [-0.38030, -1.99224, -3.57575], [-0.35077, -3.18783, -4.29074], [-0.68377, -3.21054, -5.63732], [-1.04647, -2.03795, -6.28437], [-1.08740, -0.84133, -5.58181], [-0.76475, -0.82254, -4.23312], [-0.05581, -3.53684, -1.22887], [-1.34645, -4.04406, -1.08276], [-1.55475, -5.30418, -0.54911], [-0.47292, -6.07821, -0.15248], [0.81377, -5.57742, -0.27977], [1.02078, -4.31170, -0.81125], [3.67633, -2.17134, -2.55671], [2.48682, -1.98616, -3.84699], [2.37780, -3.36198, -2.73953], [1.53793, 0.77090, -4.03555], [2.80557, 1.58886, -5.97923], [5.24914, 1.94963, -5.80732], [6.41404, 1.47301, -3.67929], [5.15653, 0.62032, -1.74423], [3.91462, -2.27972, -0.42418], [5.45433, -2.48348, 1.48129], [5.85471, -0.55188, 2.97045], [4.69774, 1.59406, 2.54113], [3.13021, 1.79096, 0.64346], [-0.07280, -4.10425, -3.78663], [-0.66017, -4.14530, -6.18395], [-1.30631, -2.05875, -7.33554], [-1.38569, 0.07277, -6.08052], [-0.82538, 0.10598, -3.67329], [-2.20286, -3.43463, -1.35333], [-2.56458, -5.67457, -0.42487], [-0.63706, -7.06334, 0.26704], [1.66314, -6.16666, 0.04470], [2.02860, -3.91632, -0.86556], [-4.21292, -8.60464, 3.63021], [-5.07531, -7.57070, 3.59877], [-5.59494, -7.46466, 4.84411], [-6.09834, -7.93376, 2.79590], [-4.43018, -6.30223, 3.15074], [-5.23391, -5.22336, 2.79419], [-4.65547, -4.03088, 2.40803], [-3.25998, -3.88719, 2.37145], [-2.47090, -4.98600, 2.73091], [-3.04884, -6.18138, 3.11804], [-2.65576, -2.66449, 1.96509], [-2.09279, -1.65320, 1.57348], [-6.31294, -5.31892, 2.81852], [-5.27137, -3.18509, 2.13237], [-1.39361, -4.89064, 2.68350], [-2.42681, -7.02438, 3.39045]],
  "atomic_forces_ev_per_a": [[-0.31, -0.40, -0.25], [0.08, -0.15, 0.03], [-0.03, 0.18, 0.00], [0.11, 0.10, 0.08], [-0.09, -0.05, -0.11], [-0.07, -0.04, 0.07], [-0.03, 0.13, 0.11], [0.17, 0.02, -0.20], [0.00, 0.12, 0.31], [0.04, -0.10, -0.22], [-0.01, -0.03, 0.03], [-0.02, -0.07, -0.05], [-0.03, 0.08, -0.05], [-0.05, -0.04, 0.10], [-0.01, 0.00, -0.01], [0.00, -0.02, -0.01], [0.01, 0.03, -0.02], [0.07, 0.05, 0.27], [-0.01, -0.02, -0.01], [0.00, -0.05, -0.03], [0.01, 0.01, 0.01], [0.00, -0.01, 0.01], [0.01, 0.01, 0.02], [0.00, 0.05, -0.02], [-0.20, 0.14, 0.10], [0.15, -0.12, -0.11], [-0.08, 0.11, 0.09], [0.05, -0.07, -0.07], [0.01, -0.01, 0.03], [0.00, 0.05, 0.07], [-0.02, 0.02, -0.01], [-0.06, 0.07, -0.15], [0.11, -0.01, -0.02], [-0.02, 0.02, -0.01], [0.01, -0.01, 0.01], [0.01, -0.02, -0.01], [-0.05, 0.01, -0.04], [0.13, 0.02, -0.13], [-0.04, -0.10, 0.07], [0.09, -0.01, -0.03], [-0.06, -0.02, 0.02], [-0.01, 0.01, -0.02], [0.02, 0.00, -0.03], [0.02, 0.01, -0.01], [-0.07, 0.00, -0.03], [0.03, 0.02, -0.02], [-0.05, -0.03, -0.04], [0.02, -0.02, 0.02], [0.03, -0.01, 0.02], [0.00, 0.05, 0.03], [-0.02, 0.02, -0.02], [-0.09, -0.01, 0.31], [-0.04, 0.00, -0.11], [-0.01, 0.07, 0.01], [0.01, -0.02, -0.01], [-0.01, 0.02, -0.04], [-0.01, 0.02, 0.00], [0.01, -0.05, -0.01], [0.14, -0.05, -0.03], [-0.09, 0.06, 0.04], [-0.05, -0.01, -0.06], [0.05, -0.04, 0.00], [0.01, -0.04, 0.03], [0.04, 0.03, 0.09], [0.02, 0.01, -0.01], [0.00, 0.01, -0.03], [0.04, 0.10, -0.11], [0.08, 0.00, 0.01], [0.01, -0.01, 0.02], [-0.01, 0.00, 0.02], [-0.02, -0.01, 0.00], [0.03, -0.01, 0.05], [0.00, 0.03, 0.04], [-0.01, 0.02, -0.02], [-0.02, 0.00, -0.02], [-0.01, -0.03, -0.02], [0.01, -0.01, -0.01], [0.01, -0.05, 0.01], [0.00, 0.01, 0.01], [0.00, 0.01, 0.02], [0.00, -0.01, 0.00], [0.00, -0.02, -0.02], [0.03, 0.01, -0.01], [0.01, 0.00, 0.01], [0.01, 0.02, 0.00], [-0.02, 0.00, 0.00], [-0.10, -0.04, 0.09], [-0.05, 0.00, 0.00], [-0.07, -0.10, 0.05], [0.01, -0.02, -0.06], [0.05, 0.00, 0.05], [-0.02, 0.10, -0.06], [0.00, -0.03, 0.01], [0.08, 0.05, 0.02], [-0.14, -0.13, 0.06], [0.02, 0.03, -0.01], [0.01, -0.04, 0.03], [0.13, 0.15, -0.14], [0.11, 0.04, 0.01], [0.04, -0.02, 0.00], [0.01, -0.01, 0.00], [0.00, 0.02, -0.01], [-0.02, 0.02, -0.01]],
  "mulliken_spin": [2.6378, -0.0062, -0.0067, -0.0372, 0.0034, 0.0069, 0.0039, 0.0051, 0.1589, 0.0038, 0.0163, 0.0059, 0.0680, 0.0164, 0.0048, 0.0064, -0.0011, -0.0046, -0.0002, 0.0002, 0.0023, 0.0007, 0.0003, 0.0001, 0.0209, -0.0001, -0.0001, 0.0028, -0.0010, 0.0063, -0.0005, 0.0157, -0.0458, 0.0007, 0.0002, -0.0002, 0.0017, -0.0193, 0.0627, -0.0026, -0.0017, -0.0001, 0.0006, -0.0004, 0.0007, -0.0040, -0.0011, 0.0011, -0.0005, 0.0022, -0.0005, 0.0238, 0.0035, 0.0010, 0.0004, 0.0004, 0.0009, 0.0075, 0.0058, -0.0011, 0.0001, -0.0004, 0.0002, 0.0008, -0.0005, 0.0003, 0.0005, 0.0004, 0.0000, 0.0000, -0.0001, 0.0003, -0.0007, 0.0001, -0.0001, 0.0001, -0.0038, 0.0002, 0.0000, 0.0000, 0.0000, 0.0049, 0.0020, -0.0004, 0.0000, 0.0003, -0.0010, 0.0001, -0.0006, 0.0005, 0.0003, 0.0120, -0.0058, 0.0162, -0.0078, 0.0153, -0.0059, 0.0526, -0.0468, -0.0001, 0.0011, 0.0008, -0.0003]
}